{"formula": "C34H34BrN4OReTe", "method": "ωB97M-V/def2-TZVPD", "multiplicity": 2, "lumo_ev": [-10.8, -10.6], "e_above_lowest_kcal_mol": 12.1, "total_charge": 3, "e_homo_ev": [-16.06, -16.05], "total_energy_ha": -4529.67399, "elements": ["Re", "Br", "C", "C", "C", "C", "O", "C", "C", "N", "C", "C", "C", "C", "C", "C", "C", "C", "N", "C", "C", "H", "H", "H", "H", "H", "H", "H", "H", "H", "H", "C", "C", "N", "C", "C", "C", "C", "N", "H", "H", "H", "H", "H", "H", "H", "H", "H", "H", "H", "H", "H", "H", "Te", "C", "C", "C", "C", "C", "C", "C", "C", "C", "C", "C", "C", "H", "H", "H", "H", "H", "H", "H", "H", "H", "H"], "positions_angstrom": [[-0.3900, 0.5218, 0.3570], [-0.0795, -0.3823, 7.8003], [-0.1593, -0.4660, 5.9155], [0.0354, -1.6894, 5.2643], [-0.0139, -1.7555, 3.8878], [-0.2258, -0.6119, 3.1221], [-0.2190, -0.7253, 1.7839], [-0.4479, 0.6277, 3.7779], [-0.7936, 1.8229, 3.0876], [-0.8389, 2.0034, 1.7940], [-1.3701, 3.1999, 1.2368], [-1.4949, 4.4168, 1.8668], [-2.1601, 5.4793, 1.2330], [-2.7173, 5.3204, -0.0074], [-2.5756, 4.0939, -0.6947], [-3.1354, 3.8436, -1.9656], [-2.9622, 2.6133, -2.5578], [-2.2031, 1.6452, -1.9106], [-1.6383, 1.8488, -0.7178], [-1.8577, 3.0481, -0.0793], [-0.4237, 0.6680, 5.1838], [0.2143, -2.5812, 5.8496], [0.1204, -2.6953, 3.3651], [-1.1004, 2.6463, 3.7288], [-1.0800, 4.5837, 2.8526], [-2.2478, 6.4239, 1.7519], [-3.2623, 6.1290, -0.4768], [-3.7086, 4.6213, -2.4559], [-3.3940, 2.3864, -3.5220], [-2.0436, 0.6798, -2.3774], [-0.6183, 1.5990, 5.7021], [3.7934, 0.2583, 1.0954], [3.9913, 1.5174, 0.2477], [3.4309, 1.4113, -1.1151], [4.4009, 1.2634, -2.2166], [4.8001, -0.1935, -2.4425], [2.1408, 1.3728, -1.3317], [1.6258, 1.2370, -2.7295], [1.2494, 1.5978, -0.3343], [4.3917, 0.3420, 2.0011], [4.1325, -0.6241, 0.5533], [2.7556, 0.1009, 1.3907], [5.0564, 1.6980, 0.1376], [3.5805, 2.4010, 0.7442], [5.2813, 1.8462, -1.9554], [3.9910, 1.6955, -3.1258], [5.3557, -0.5904, -1.5933], [5.4458, -0.2533, -3.3170], [3.9267, -0.8249, -2.6168], [2.0521, 0.3886, -3.2600], [1.8927, 2.1405, -3.2853], [0.5424, 1.1699, -2.7250], [1.6730, 2.0661, 0.4626], [-0.0503, -1.5781, -1.3467], [0.0880, -3.3190, -0.1334], [-0.9644, -3.7571, 0.6560], [-0.7965, -4.9193, 1.3946], [0.4013, -5.6221, 1.3406], [1.4411, -5.1742, 0.5377], [1.2897, -4.0126, -0.2068], [-1.8941, -1.9917, -2.3170], [-1.8107, -2.5429, -3.5902], [-2.9781, -2.9053, -4.2459], [-4.2074, -2.7163, -3.6279], [-4.2773, -2.1563, -2.3582], [-3.1192, -1.7825, -1.6932], [-1.9091, -3.2278, 0.6833], [-1.6113, -5.2872, 2.0048], [0.5229, -6.5297, 1.9163], [2.3642, -5.7339, 0.4726], [2.0912, -3.6693, -0.8492], [-0.8475, -2.6997, -4.0605], [-2.9233, -3.3404, -5.2345], [-5.1150, -3.0084, -4.1385], [-5.2383, -2.0196, -1.8800], [-3.1745, -1.3425, -0.7035]], "atomic_forces_ev_per_a": [[1.5, 1.5, -0.7], [0.0, 0.0, -0.4], [0.1, -0.2, 0.4], [-0.1, 0.3, 0.2], [0.1, 0.0, -0.8], [0.1, 0.3, 1.5], [-0.6, 0.8, -1.8], [0.1, -0.5, -0.4], [-0.1, 0.3, -0.1], [0.4, -0.4, 0.5], [-0.2, 0.2, -0.2], [0.1, -0.2, 0.0], [-0.1, 0.1, -0.1], [0.0, 0.1, 0.0], [0.1, -0.1, 0.0], [0.1, -0.1, 0.1], [0.0, 0.1, 0.0], [0.0, -0.1, -0.3], [-0.3, -0.9, 0.7], [0.0, 0.3, 0.3], [0.0, 0.1, 0.0], [0.0, 0.0, 0.0], [0.0, 0.0, 0.1], [0.0, 0.0, -0.1], [0.0, 0.0, 0.0], [0.0, 0.0, 0.0], [0.0, 0.0, 0.0], [0.0, 0.0, 0.0], [0.0, 0.0, 0.0], [0.0, 0.0, 0.1], [0.0, 0.0, -0.1], [0.0, 0.0, -0.2], [0.1, -0.2, 0.4], [-0.5, 0.0, 0.2], [0.3, -0.2, -0.3], [-0.1, 0.1, 0.1], [0.7, 0.0, -0.7], [-0.1, 0.0, 0.0], [-1.4, -1.3, 1.6], [0.0, 0.0, 0.0], [0.0, 0.0, 0.0], [0.0, 0.0, 0.0], [0.0, 0.1, -0.1], [0.1, 0.0, -0.1], [-0.1, 0.1, 0.0], [0.0, 0.0, 0.1], [0.0, 0.0, 0.0], [0.0, 0.0, 0.0], [0.0, 0.0, 0.0], [0.0, 0.0, 0.0], [0.0, 0.0, 0.0], [0.0, 0.0, 0.0], [0.0, 0.1, 0.0], [-0.1, -0.7, -0.4], [0.2, 0.3, -0.1], [-0.1, 0.1, 0.0], [-0.1, 0.0, 0.0], [0.1, 0.0, 0.0], [0.0, 0.0, 0.0], [0.0, 0.1, -0.1], [0.3, 0.2, 0.2], [0.1, 0.0, 0.1], [-0.1, 0.0, 0.0], [0.1, 0.0, 0.0], [-0.1, 0.0, 0.1], [0.1, 0.0, 0.0], [0.0, 0.0, 0.0], [0.0, 0.0, 0.0], [0.0, 0.0, 0.0], [0.0, 0.0, 0.0], [0.0, 0.0, 0.0], [0.0, 0.0, 0.0], [0.0, 0.0, 0.0], [0.0, 0.0, 0.0], [0.0, 0.0, 0.0], [0.0, 0.0, 0.0]]}

{"formula": "C34H34ClO4P2", "method": "ωB97M-V/def2-TZVPD", "lumo_ev": 0.7, "total_charge": -1, "e_homo_ev": -3.22, "total_energy_ha": -2759.84284, "elements": ["C", "C", "P", "C", "P", "C", "C", "C", "Cl", "H", "H", "H", "H", "H", "H", "H", "H", "H", "H", "H", "H", "H", "H", "H", "H", "H", "H", "C", "C", "C", "C", "C", "C", "C", "O", "C", "C", "C", "C", "C", "C", "C", "O", "H", "H", "H", "H", "H", "H", "H", "H", "C", "C", "C", "C", "C", "C", "C", "O", "C", "C", "C", "C", "C", "C", "C", "O", "H", "H", "H", "H", "H", "H", "H", "H"], "positions_angstrom": [[-0.9595, 3.6120, -1.2827], [-0.0396, 3.1906, -2.4304], [-0.2544, 1.3943, -2.8756], [1.0805, 1.2411, -4.1514], [0.3044, 0.0443, -1.0367], [2.2339, 0.0854, -1.2632], [2.8336, 1.4298, -0.9085], [3.4976, 1.4439, 0.4611], [4.0264, 2.0199, -2.1654], [-1.9921, 3.3197, -1.4983], [-0.6740, 3.1334, -0.3444], [-0.9438, 4.6971, -1.1381], [-0.3192, 3.7588, -3.3274], [1.0061, 3.4437, -2.2215], [1.8932, 1.9608, -4.0092], [0.6518, 1.3888, -5.1465], [1.4943, 0.2292, -4.1180], [0.4412, 1.2032, -0.1075], [-1.1523, 0.0443, -0.8200], [0.1803, -1.0618, -2.0026], [0.4612, -0.9027, 0.0996], [2.5787, -0.6645, -0.5385], [2.5534, -0.2624, -2.2480], [2.0347, 2.1754, -0.9145], [2.7282, 1.6298, 1.2167], [4.2609, 2.2174, 0.5579], [3.9667, 0.4777, 0.6539], [3.1919, 0.8833, 9.7085], [4.3257, 0.1131, 9.9461], [4.8992, -0.6135, 8.9177], [4.3393, -0.5777, 7.6458], [3.1988, 0.1878, 7.4097], [2.6299, 0.9206, 8.4445], [2.5585, 0.2333, 6.0569], [1.5738, 0.9112, 5.8636], [3.1768, -0.5858, 4.9770], [2.5882, -0.5930, 3.7182], [3.1502, -1.3414, 2.6966], [4.3044, -2.0797, 2.9283], [4.8963, -2.0775, 4.1800], [4.3352, -1.3347, 5.2112], [4.9852, -1.3629, 6.5492], [5.9993, -1.9962, 6.7559], [2.7470, 1.4544, 10.5132], [4.7613, 0.0821, 10.9366], [5.7834, -1.2155, 9.0766], [1.7479, 1.5104, 8.2354], [1.6945, -0.0074, 3.5503], [2.6871, -1.3452, 1.7176], [4.7426, -2.6566, 2.1242], [5.7947, -2.6456, 4.3791], [-4.6757, 1.0787, -1.5979], [-6.0429, 1.2063, -1.8241], [-6.6492, 0.5163, -2.8600], [-5.8846, -0.3073, -3.6793], [-4.5137, -0.4324, -3.4471], [-3.9044, 0.2606, -2.4062], [-3.6502, -1.2904, -4.3113], [-2.4725, -1.4004, -4.0738], [-4.3023, -1.9827, -5.4652], [-3.5186, -2.7498, -6.3180], [-4.1038, -3.4082, -7.3852], [-5.4746, -3.3072, -7.6020], [-6.2580, -2.5438, -6.7544], [-5.6753, -1.8746, -5.6835], [-6.5446, -1.0442, -4.7909], [-7.7424, -0.9774, -4.9809], [-4.2043, 1.6224, -0.7891], [-6.6371, 1.8517, -1.1892], [-7.7101, 0.6036, -3.0517], [-2.8345, 0.1590, -2.2586], [-2.4563, -2.8131, -6.1225], [-3.4928, -4.0034, -8.0519], [-5.9301, -3.8261, -8.4358], [-7.3250, -2.4501, -6.9043]], "atomic_forces_ev_per_a": [[0.0, 0.0, 0.0], [-0.1, 0.1, -0.1], [-0.1, 0.1, 0.0], [0.0, 0.1, -0.1], [0.0, -0.2, 0.3], [0.2, -0.2, 0.1], [-0.2, -0.1, 0.2], [0.1, 0.1, 0.0], [0.1, 0.0, 0.0], [0.0, 0.0, 0.0], [0.0, 0.0, 0.0], [0.0, 0.0, 0.0], [0.1, 0.0, 0.0], [-0.1, 0.0, 0.1], [-0.1, -0.1, 0.0], [0.1, 0.0, 0.0], [0.0, 0.0, 0.0], [0.0, 0.0, -0.1], [0.1, 0.0, 0.0], [0.0, 0.1, 0.0], [0.0, 0.1, -0.1], [0.1, 0.0, -0.1], [-0.2, 0.1, 0.0], [0.2, 0.1, -0.2], [0.0, -0.2, 0.0], [-0.1, 0.1, -0.1], [0.1, 0.1, 0.1], [0.0, 0.0, 0.0], [0.0, 0.0, 0.0], [0.0, 0.0, 0.0], [0.0, 0.0, 0.0], [0.0, 0.0, -0.1], [0.0, 0.0, 0.0], [0.1, 0.0, 0.0], [0.0, 0.0, 0.0], [0.0, 0.0, 0.0], [0.0, 0.0, 0.0], [-0.1, 0.0, -0.1], [0.0, 0.0, 0.0], [0.0, 0.0, 0.0], [0.0, 0.0, 0.0], [-0.1, 0.1, 0.0], [0.0, 0.0, 0.0], [0.0, 0.0, 0.0], [0.0, 0.0, 0.0], [0.0, 0.0, 0.0], [0.0, 0.0, 0.0], [0.0, 0.0, 0.0], [0.0, 0.0, 0.0], [0.0, 0.0, 0.0], [0.0, 0.0, 0.0], [0.0, 0.0, 0.0], [0.0, 0.0, 0.0], [0.0, 0.0, 0.0], [0.0, 0.0, 0.0], [0.1, 0.0, -0.1], [0.0, 0.0, 0.0], [-0.1, 0.3, 0.3], [0.1, -0.3, -0.3], [0.0, 0.0, 0.1], [0.0, 0.0, 0.0], [0.0, 0.0, 0.0], [0.0, 0.0, 0.0], [0.0, 0.0, 0.0], [0.0, 0.0, 0.0], [0.1, 0.0, 0.0], [0.0, 0.0, 0.0], [0.0, 0.0, 0.0], [0.0, 0.0, 0.0], [0.0, 0.0, 0.0], [0.0, 0.0, 0.0], [0.0, 0.0, 0.0], [0.0, 0.0, 0.0], [0.0, 0.0, 0.0], [0.0, 0.0, 0.0]]}

{"formula": "C34H34GeN2O3Tc", "method": "ωB97M-V/def2-TZVPD", "lumo_ev": -9.6, "e_above_lowest_kcal_mol": 27.4, "total_charge": 3, "e_homo_ev": -15.08, "total_energy_ha": -3807.79199, "elements": ["Tc", "O", "C", "C", "C", "C", "N", "C", "C", "C", "C", "C", "C", "O", "C", "C", "N", "H", "H", "H", "H", "H", "H", "H", "H", "H", "H", "H", "H", "C", "C", "C", "O", "H", "H", "H", "H", "H", "H", "H", "C", "Ge", "C", "C", "C", "C", "C", "C", "C", "C", "C", "C", "C", "C", "C", "C", "C", "C", "C", "C", "H", "H", "H", "H", "H", "H", "H", "H", "H", "H", "H", "H", "H", "H", "H"], "positions_angstrom": [[0.7150, 0.6769, -3.7368], [0.2422, -6.3108, -3.3217], [-0.7095, -5.4981, -3.9477], [-0.3449, -4.0315, -3.7651], [-1.3695, -3.0435, -3.6765], [-1.0356, -1.6847, -3.6902], [0.2775, -1.3001, -3.6359], [1.2267, -2.2550, -3.5226], [0.9659, -3.5940, -3.6857], [3.1232, -0.7935, -2.9406], [4.3771, -0.8994, -2.3601], [5.0264, 0.2401, -1.9835], [6.4254, 0.1410, -1.4763], [6.4086, -0.9397, -0.5734], [4.3920, 1.4855, -2.0698], [3.1700, 1.5507, -2.7019], [2.5957, 0.4043, -3.1354], [0.0442, -7.1925, -3.6552], [-1.7074, -5.7263, -3.5335], [-0.6927, -5.7600, -5.0384], [-2.3909, -3.3370, -3.5948], [-1.7656, -0.8656, -3.7060], [1.7713, -4.3029, -3.7607], [4.8660, -1.8413, -2.3255], [6.6651, 0.9831, -0.8709], [7.1758, -0.0200, -2.2854], [7.2845, -1.0561, -0.2411], [4.8847, 2.3762, -1.7303], [2.6317, 2.4763, -2.9240], [4.0698, -6.2972, 2.2397], [4.2634, -4.9256, 2.7339], [3.2648, -3.9256, 2.9736], [2.5668, -1.9613, -3.3299], [4.6606, -6.9439, 2.9031], [4.6361, -6.3945, 1.2409], [3.0302, -6.6377, 2.2078], [5.2967, -4.5923, 2.9321], [2.2511, -4.3514, 2.9810], [3.4548, -3.3601, 2.0709], [3.6064, -3.2605, 3.7542], [0.1011, 1.1600, -2.3349], [-3.2280, 3.0394, 1.6845], [-1.8164, 4.1085, 2.1350], [-0.8522, 4.4702, 1.1644], [0.3455, 5.0526, 1.5479], [0.5232, 5.5260, 2.8923], [-0.4566, 5.2099, 3.8277], [-1.5966, 4.5017, 3.4701], [-4.1697, 3.1584, 0.0546], [-4.4980, 4.4110, -0.4747], [-5.3466, 4.5837, -1.5878], [-5.7930, 3.4512, -2.2438], [-5.5156, 2.1719, -1.7301], [-4.7358, 2.0342, -0.5744], [-3.6566, 1.8042, 3.1396], [-2.4969, 1.1550, 3.5440], [-2.4889, 0.1099, 4.4553], [-3.7350, -0.2142, 5.0888], [-4.8857, 0.5160, 4.7645], [-4.8818, 1.4895, 3.7877], [-0.9551, 4.2394, 0.1318], [1.2035, 5.2186, 0.9093], [1.3919, 6.1287, 3.1238], [-0.3791, 5.6782, 4.8241], [-2.2666, 4.2845, 4.2904], [-4.1499, 5.3436, -0.0406], [-5.6239, 5.6026, -1.9033], [-6.4148, 3.6324, -3.0891], [-5.9492, 1.3115, -2.2100], [-4.5775, 1.0419, -0.1426], [-1.5548, 1.4009, 3.0749], [-1.5445, -0.3015, 4.7965], [-3.7734, -0.9351, 5.8887], [-5.7704, 0.3326, 5.3244], [-5.8054, 2.0507, 3.5927]], "atomic_forces_ev_per_a": [[-1.3, 1.0, -1.3], [0.3, -0.3, 0.2], [-0.1, 0.2, -0.6], [-1.1, 0.7, 0.1], [1.1, 0.6, -0.2], [0.7, -1.3, 0.2], [0.2, -1.5, 0.4], [-0.3, 1.0, -0.5], [-0.3, -0.8, -0.1], [0.9, 0.7, 0.5], [-0.3, 0.0, -0.7], [0.2, 0.8, 0.0], [0.2, -0.6, 0.2], [-0.6, -1.0, 0.0], [-0.4, 0.1, -0.7], [1.1, -0.8, 0.1], [-0.1, -0.2, 0.2], [0.4, -0.2, 0.3], [0.2, 0.4, -0.3], [-0.4, 0.6, 0.6], [-0.6, -0.1, -0.2], [0.3, -0.5, 0.0], [0.2, -0.1, 0.2], [0.2, -0.7, 0.2], [0.3, 1.3, -0.1], [-0.6, 0.3, 0.3], [1.0, -0.2, 0.4], [0.1, 0.2, 0.1], [0.2, -0.3, 0.3], [0.5, 0.9, -0.4], [0.5, -0.9, -0.1], [-0.1, -1.7, 0.4], [-1.1, 0.1, -0.3], [0.1, -0.1, 0.0], [-0.7, 0.1, 1.2], [0.3, 0.2, -0.2], [-0.3, -0.3, -0.3], [0.3, 0.6, 0.2], [-0.1, 0.8, -1.0], [-0.4, 0.3, 0.4], [-0.6, 0.4, 0.7], [-1.7, -0.9, 0.8], [1.4, 1.3, 0.3], [0.9, -0.1, 0.8], [0.3, 0.9, 1.9], [-0.9, -1.1, -1.6], [0.2, 1.4, 0.3], [0.4, -0.2, 0.1], [-0.7, 0.0, -0.8], [-0.3, 1.1, -0.4], [0.8, -0.2, 0.8], [0.1, 0.0, 0.8], [0.4, 0.6, 0.4], [-0.3, -0.4, -0.3], [-0.7, 0.3, -0.3], [0.6, -0.7, -0.3], [-1.9, 0.2, 1.2], [1.4, 1.0, -0.8], [0.9, -0.3, 0.0], [0.4, 0.7, -0.7], [-0.4, -0.4, -0.7], [-0.4, 0.0, -0.5], [0.0, -0.2, 0.2], [-0.1, -0.7, -0.4], [-0.4, -0.2, -0.3], [0.2, -0.2, 0.3], [0.2, -0.7, 0.1], [-0.4, -0.4, -0.6], [0.0, -0.2, 0.0], [-0.1, 0.2, -0.2], [0.2, 0.2, 0.0], [-0.2, -0.2, -0.2], [0.0, -0.2, 0.0], [-0.7, -0.2, 0.2], [0.5, -0.3, -0.1]]}